1.
ORCA calculation (ωB97M-V with the def2-TZVPD basis set) on a single C5H5NOS molecule.

As for the molecular weight: 127.17 Da. As for the total charge: 0. As for the structure (SMILES): C#C/C(=N/O)SC=C. The lowest unoccupied orbital energy is 0.04 eV. The HOMO energy is -9.4 eV.

Geometry (Å):
C  0.628  -2.547  -0.464
C  1.265  -1.448  -0.333
C  1.414  -0.135  0.146
N  2.531  0.461  0.208
O  2.615  1.635  0.997
S  -0.080  0.315  1.033
C  -1.372  0.294  -0.267
C  -2.327  1.209  -0.665
H  0.354  -3.734  -0.402
H  1.752  1.817  1.800
H  -1.448  -0.789  -0.750
H  -2.247  2.137  -0.071
H  -3.084  0.786  -1.233

Cartesian forces, eV/Å:
C 2.630 0.921 0.814
C -3.223 -5.989 -1.333
C -0.719 0.220 0.730
N -0.037 1.668 1.389
O -2.851 -0.197 2.155
S -1.200 1.428 -0.346
C -1.130 -1.862 -1.852
C 4.528 -1.093 3.984
H 0.812 3.907 -0.437
H 3.128 -1.333 -3.908
H 0.352 2.347 1.056
H -0.839 -0.135 -1.058
H -1.452 0.119 -1.194



2.
ORCA calculation (ωB97M-V with the def2-TZVPD basis set) on a molecular structure, C5H7B.

As for the molecular weight: 77.92 Da. As for the total charge: 0. The lowest unoccupied orbital energy is -0.67 eV. The HOMO energy is -8.4 eV.

Geometry (Å):
B  -0.934  0.962  0.737
C  1.319  -0.262  -0.083
C  0.376  -1.170  0.188
C  1.108  1.132  0.227
C  -1.637  0.370  -0.481
C  -0.939  -0.592  0.653
H  2.250  -0.566  -0.614
H  0.552  -2.199  0.237
H  1.250  1.560  -0.746
H  1.890  1.340  0.933
H  -2.625  0.105  -0.664
H  -1.055  0.688  -1.421
H  -1.556  -1.369  1.033

Cartesian forces, eV/Å:
B 3.804 -2.047 -1.935
C 0.205 -2.586 -0.529
C -0.458 2.169 0.780
C -2.940 0.017 0.259
C 1.991 2.113 -0.175
C 1.340 0.429 -0.373
H -0.346 0.174 0.962
H 0.093 -1.523 -0.469
H -0.241 1.625 -0.161
H 0.198 1.067 0.424
H -1.579 -0.510 -0.154
H -0.921 -0.898 1.243
H -1.145 -0.030 0.127



3.
ORCA calculation (ωB97M-V with the def2-TZVPD basis set) on a molecular structure, C20H35BCl4GeN6PbS2Sb.

As for the molecular weight: 977.87 Da. As for the total charge: 0. Its multiplicity is 2. The lowest unoccupied orbital energy (alpha / beta) is -0.95 / -0.95 eV. The HOMO energy (alpha / beta) is -7.1 / -7.1 eV.

Geometry (Å):
Pb  -0.744  -0.880  -1.617
N  0.542  1.019  -0.752
C  0.551  1.992  -1.855
C  0.997  1.317  -3.148
N  0.196  0.137  -3.407
H  0.044  1.354  0.068
H  1.480  0.772  -0.447
H  1.194  2.851  -1.636
H  -0.474  2.348  -1.974
H  2.076  1.093  -3.064
H  0.918  2.078  -3.941
H  0.685  -0.492  -4.032
H  -1.803  1.055  -3.775
C  -2.509  1.783  -4.160
N  -5.272  2.032  -3.215
C  -5.789  0.960  -2.537
C  -5.525  0.241  -1.419
N  -4.566  0.456  -0.387
B  -4.127  -0.896  0.409
N  -3.786  -0.541  1.864
C  -4.759  -0.298  2.818
C  -4.149  -0.016  3.985
N  -2.789  -0.091  3.745
C  -1.738  0.123  4.716
C  -2.570  -0.413  2.445
S  -1.025  -0.576  1.764
C  -4.241  1.643  -0.061
S  -3.210  2.354  1.191
H  -2.752  1.972  -5.193
H  -2.040  0.452  -1.590
H  -3.796  3.536  -3.215
H  -6.686  0.607  -3.044
H  -6.121  -0.637  -1.235
H  -5.136  -1.554  0.407
H  -3.219  -1.410  -0.168
H  -5.805  -0.368  2.577
H  -4.545  0.212  4.958
H  -2.195  0.360  5.673
H  -1.093  0.941  4.399
H  -1.127  -0.774  4.811
Cl  -6.563  4.033  0.948
Ge  -4.737  3.468  0.055
Cl  -4.065  5.069  -1.169
Cl  -3.585  2.247  -3.059
C  2.283  -0.452  3.822
Sb  2.853  -0.669  1.765
C  4.905  -1.136  2.188
C  2.245  -2.716  1.582
H  2.654  -1.299  4.400
H  1.196  -0.419  3.870
H  2.691  0.472  4.230
H  4.954  -1.865  2.998
H  5.451  -0.239  2.477
H  5.370  -1.556  1.298
H  2.556  -3.268  2.469
H  2.722  -3.147  0.701
H  1.163  -2.781  1.472
Cl  8.586  -0.780  -0.516
C  6.945  -1.113  -0.964
C  6.510  -2.432  -1.048
C  5.202  -2.694  -1.390
C  4.288  -1.647  -1.671
C  2.963  -1.912  -2.034
C  4.774  -0.318  -1.573
C  6.079  -0.054  -1.225
H  7.200  -3.237  -0.838
H  4.859  -3.719  -1.454
H  2.275  -1.116  -2.284
H  2.595  -2.928  -2.080
H  4.097  0.503  -1.780
H  6.439  0.962  -1.149

Cartesian forces, eV/Å:
Pb 0.072 -0.034 -0.010
N 0.055 0.009 0.009
C -0.007 -0.034 -0.013
C 0.035 -0.005 0.013
N -0.081 0.034 0.047
H -0.013 -0.023 -0.012
H -0.002 0.015 0.004
H -0.002 0.006 0.000
H 0.016 0.004 0.007
H 0.005 0.012 0.014
H -0.008 -0.018 -0.012
H 0.012 0.009 -0.009
H 0.044 -0.110 -0.124
C -0.017 0.006 0.122
N -0.069 0.032 -0.024
C 0.078 -0.052 0.069
C -0.060 0.022 -0.049
N 0.071 0.060 -0.056
B 0.003 -0.029 0.024
N -0.064 -0.011 -0.038
C 0.018 -0.011 0.050
C -0.018 -0.004 -0.040
N -0.017 -0.008 0.019
C 0.006 -0.007 0.002
C 0.165 -0.010 0.016
S -0.081 0.079 -0.009
C -0.126 -0.090 0.039
S -0.002 -0.013 0.006
H -0.040 -0.028 0.004
H -0.082 0.032 0.012
H -0.023 0.026 -0.010
H 0.007 -0.010 0.000
H 0.016 0.004 0.021
H -0.012 0.005 -0.008
H -0.004 0.006 -0.021
H -0.002 0.003 0.002
H 0.001 0.004 0.001
H 0.001 0.002 0.000
H -0.005 0.000 -0.007
H -0.003 -0.002 0.004
Cl -0.022 0.003 0.021
Ge 0.085 -0.018 -0.059
Cl -0.012 0.026 -0.015
Cl 0.100 0.118 0.013
C -0.011 -0.004 -0.009
Sb -0.029 -0.001 0.001
C 0.006 -0.003 -0.017
C 0.027 -0.008 0.015
H -0.001 0.001 0.003
H -0.001 -0.003 0.007
H 0.004 -0.002 0.000
H -0.005 0.001 0.002
H -0.006 0.004 -0.001
H 0.011 -0.001 0.012
H 0.000 -0.006 -0.004
H -0.015 -0.007 0.005
H -0.005 0.025 -0.003
Cl 0.003 -0.002 0.001
C 0.006 -0.004 -0.007
C -0.001 -0.002 0.000
C -0.001 0.008 0.006
C 0.015 -0.005 -0.019
C -0.004 -0.013 0.034
C -0.002 -0.003 -0.003
C -0.004 0.001 0.004
H 0.001 0.001 0.001
H -0.001 -0.001 -0.002
H -0.003 0.023 -0.006
H 0.003 0.000 -0.016
H -0.001 0.001 -0.002
H 0.000 0.000 -0.001



4.
ORCA calculation (ωB97M-V with the def2-TZVPD basis set) on a molecular structure, C3H8IN2O.

As for the molecular weight: 215.01 Da. As for the total charge: +1. The lowest unoccupied orbital energy is -3.77 eV. The HOMO energy is -13.6 eV.

Geometry (Å):
C  1.307  -1.010  0.395
C  0.074  -0.063  -0.743
C  -0.794  0.877  1.267
N  0.191  -0.280  -2.050
N  -0.835  0.671  -0.151
O  1.903  -2.328  0.353
I  2.913  0.454  0.035
H  0.760  -0.802  1.270
H  -0.595  0.053  1.944
H  -0.035  1.668  1.605
H  -1.903  1.093  1.502
H  -0.391  0.334  -2.567
H  0.810  -1.011  -2.255
H  -1.582  0.953  -0.766
H  2.678  -2.460  -0.244

Cartesian forces, eV/Å:
C 1.809 0.749 -2.822
C 2.215 -3.630 0.892
C -2.146 2.243 2.086
N -1.148 1.424 3.678
N 1.948 -1.576 -1.130
O -2.209 2.120 -0.457
I -0.486 -0.360 0.496
H 0.198 -0.645 1.090
H -0.048 -0.674 -0.711
H -1.486 -0.662 -0.793
H 2.001 0.421 0.182
H -0.025 -0.139 -1.858
H 0.684 -0.741 -1.507
H -0.455 0.660 0.516
H -0.852 0.810 0.339



5.
ORCA calculation (ωB97M-V with the def2-TZVPD basis set) on a gas-phase ion, C3H3F2O4S (charge -1).

As for the molecular weight: 173.12 Da. As for the total charge: -1. The lowest unoccupied orbital energy is 3.77 eV. The HOMO energy is -5.4 eV.

Geometry (Å):
C  -0.136  -1.124  -0.163
C  -0.265  1.406  -1.008
C  -0.745  0.004  -1.181
O  -0.067  -0.690  1.030
O  0.314  -2.144  -0.646
O  0.405  -0.700  3.678
O  2.344  -0.415  2.216
F  -0.511  -0.454  -2.497
F  -2.044  -0.161  -1.068
S  1.191  -1.223  2.581
H  0.669  1.553  -1.590
H  -0.105  1.738  -0.007
H  -1.049  2.210  -1.346

Cartesian forces, eV/Å:
C 1.611 1.220 -1.028
C -0.913 2.320 -1.533
C 1.847 -2.539 -0.087
O -0.863 0.563 0.234
O -0.446 -0.284 0.055
O -0.115 0.153 -0.147
O -0.329 -0.028 0.007
F 0.400 0.816 0.710
F -2.721 0.642 0.485
S 0.589 -0.427 0.062
H -0.601 -0.120 0.364
H 0.328 -0.588 0.907
H 1.213 -1.727 -0.030



6.
ORCA calculation (ωB97M-V with the def2-TZVPD basis set) on a molecular structure, C35H47ClGeHfN3O4P2Se2Si3.

As for the molecular weight: 1164.46 Da. As for the total charge: +2. Its multiplicity is 2. The lowest unoccupied orbital energy (alpha / beta) is -5.63 / -8.12 eV. The HOMO energy (alpha / beta) is -12.3 / -12.3 eV.

Geometry (Å):
Hf  1.693  0.127  -0.594
Se  -2.576  -0.029  4.345
P  -1.553  -1.752  3.590
C  -0.147  -2.250  4.609
C  0.479  -3.473  4.373
C  1.589  -3.817  5.125
C  2.071  -2.952  6.100
C  1.441  -1.738  6.335
C  0.328  -1.383  5.589
C  -2.714  -3.117  3.341
C  -2.449  -4.181  2.481
C  -3.374  -5.206  2.372
C  -4.556  -5.170  3.100
C  -4.823  -4.106  3.949
C  -3.903  -3.080  4.073
C  -0.805  -1.374  1.987
C  -0.818  -0.260  1.165
N  -0.105  -0.605  0.075
N  0.383  -1.846  0.259
N  -0.042  -2.318  1.385
P  -1.343  1.466  1.076
Se  0.267  2.455  -0.002
C  -1.524  2.158  2.717
C  -2.525  3.094  2.967
C  -2.595  3.686  4.219
C  -1.673  3.353  5.203
C  -0.671  2.425  4.947
C  -0.586  1.823  3.701
C  -2.898  1.428  0.168
C  -2.886  1.653  -1.204
C  -4.065  1.531  -1.922
C  -5.242  1.182  -1.275
C  -5.246  0.951  0.095
C  -4.077  1.071  0.826
H  0.106  -4.147  3.615
H  2.073  -4.769  4.958
H  2.940  -3.227  6.683
H  1.808  -1.076  7.107
H  -0.175  -0.442  5.778
H  -1.544  -4.208  1.893
H  -3.168  -6.041  1.715
H  -5.275  -5.972  2.999
H  -5.743  -4.077  4.516
H  -4.113  -2.250  4.740
H  -3.236  3.352  2.193
H  -3.371  4.411  4.425
H  -1.730  3.825  6.175
H  0.048  2.174  5.716
H  0.198  1.106  3.485
H  -1.963  1.926  -1.702
H  -4.064  1.713  -2.989
H  -6.160  1.090  -1.839
H  -6.165  0.675  0.596
H  -4.083  0.890  1.893
O  3.128  -1.093  0.511
Cl  3.275  0.150  1.254
O  4.315  0.159  2.162
O  1.968  0.402  1.798
O  3.406  1.135  0.175
C  4.885  -0.884  -2.491
Si  4.180  0.609  -3.422
C  4.357  0.242  -5.263
C  5.065  2.173  -2.857
Ge  1.769  0.966  -2.961
Si  1.216  3.169  -3.934
C  2.074  4.417  -2.807
C  -0.653  3.389  -3.816
C  1.844  3.141  -5.707
Si  0.589  -1.009  -3.757
C  1.575  -2.383  -2.860
C  0.608  -1.185  -5.629
C  -1.191  -1.118  -3.124
H  5.977  -0.850  -2.536
H  4.580  -1.832  -2.934
H  4.626  -0.909  -1.438
H  5.413  0.250  -5.548
H  3.837  0.975  -5.880
H  3.958  -0.746  -5.499
H  6.143  2.002  -2.802
H  4.722  2.480  -1.868
H  4.900  3.000  -3.548
H  1.876  4.172  -1.762
H  1.689  5.425  -2.984
H  3.153  4.444  -2.956
H  -0.932  3.589  -2.779
H  -1.199  2.511  -4.166
H  -0.973  4.243  -4.419
H  2.934  3.179  -5.737
H  1.468  3.997  -6.271
H  1.521  2.232  -6.217
H  2.458  -2.677  -3.427
H  0.965  -3.278  -2.716
H  1.919  -2.069  -1.860
H  1.614  -1.090  -6.037
H  -0.011  -0.411  -6.086
H  0.206  -2.155  -5.934
H  -1.260  -0.955  -2.051
H  -1.591  -2.114  -3.334
H  -1.844  -0.395  -3.617

Cartesian forces, eV/Å:
Hf -1.953 0.506 -2.952
Se -0.673 0.176 0.369
P 0.931 -1.331 -0.536
C -0.334 0.262 0.021
C -0.060 0.014 -0.007
C 0.020 -0.061 -0.006
C 0.004 0.029 0.003
C 0.019 0.002 0.011
C 0.018 0.008 -0.018
C -0.148 0.445 0.228
C 0.048 0.072 -0.032
C -0.002 -0.040 0.013
C 0.023 -0.001 -0.028
C -0.032 -0.009 0.036
C 0.073 0.030 0.024
C -0.421 0.308 -0.040
C -0.244 0.192 -0.010
N -1.304 -0.849 1.086
N -0.297 0.058 -0.109
N 0.212 -0.271 0.096
P -0.091 -0.029 -0.398
Se 0.004 -0.177 -0.101
C -0.319 0.163 -0.352
C 0.200 -0.047 -0.105
C -0.070 0.020 -0.021
C 0.175 -0.057 0.084
C 0.032 0.340 0.279
C 0.026 -0.197 -0.029
C 0.206 0.134 0.287
C 0.065 0.064 -0.004
C -0.048 -0.021 -0.051
C 0.060 0.019 -0.032
C -0.032 -0.052 0.106
C -0.056 0.011 -0.078
H 0.019 -0.042 0.006
H 0.012 0.012 -0.010
H -0.015 -0.020 0.011
H 0.009 0.004 -0.009
H 0.005 -0.049 0.048
H 0.079 -0.002 -0.034
H -0.004 0.015 -0.022
H 0.011 -0.009 0.011
H 0.001 0.005 -0.005
H -0.033 -0.069 0.019
H -0.011 0.021 0.038
H 0.013 0.008 0.011
H -0.007 -0.011 -0.002
H -0.002 0.011 0.002
H 0.095 0.087 0.013
H -0.042 -0.021 0.001
H 0.000 0.004 0.006
H -0.001 0.003 0.001
H 0.001 0.018 -0.010
H -0.010 -0.023 0.023
O 0.742 -1.268 -0.198
Cl 2.015 0.070 2.730
O 0.388 0.000 0.299
O -0.358 0.092 0.788
O 0.856 1.159 -0.244
C 0.063 0.242 -0.218
Si -0.116 -0.399 -0.067
C 0.012 0.218 0.232
C -0.153 -0.180 -0.144
Ge 0.178 0.903 -1.495
Si 0.142 -0.564 0.317
C -0.186 -0.038 -0.310
C 0.248 -0.006 -0.064
C -0.121 0.154 0.267
Si 0.081 -0.115 0.165
C -0.348 0.129 -0.364
C 0.084 0.031 0.258
C 0.163 0.073 -0.220
H -0.004 0.032 -0.039
H -0.072 0.022 -0.024
H 0.001 -0.028 0.225
H 0.008 -0.011 0.013
H 0.022 -0.014 -0.003
H -0.005 -0.008 0.041
H -0.004 -0.050 -0.018
H 0.022 0.034 0.010
H -0.031 0.000 0.006
H 0.022 0.022 0.016
H 0.003 0.001 -0.028
H -0.004 -0.045 0.008
H -0.010 0.008 -0.015
H 0.021 -0.017 -0.024
H 0.004 0.016 0.011
H -0.005 -0.015 0.018
H 0.000 0.014 0.012
H -0.020 -0.003 -0.003
H 0.095 0.115 0.074
H 0.012 0.015 0.120
H 0.109 -0.262 -0.029
H -0.001 -0.007 0.024
H -0.010 0.010 0.024
H -0.014 -0.013 0.041
H -0.041 0.008 0.023
H 0.026 -0.007 -0.038
H 0.030 0.033 -0.012



Calculated relative energy (zero: lowest compared OMol25 entry of this formula, charge and spin), 170.47 82.10 346.80 52.75 0.00 41.12 kcal per mole (same order as the records).